ORCA calculation (wB97M-V/def2-TZVPD) on C34H35CdMgN9O6 as an isolated structure.

Computed properties:
- charge = +2
- total energy (a.u.) = -2627.98839
- multiplicity = 1
- energy above the lowest of the compared OMol25 structures with the same formula, charge and spin (kcal per mole) = 30.7
- HOMO energy (hartree) = -0.445
- Kohn-Sham gap (eV) = 5.946
- E_LUMO (Ha) = -0.226

Each line ends with the Mulliken charge.
Positions of all 86 atoms, in Å:
Mg (0.177, 2.651, -3.196)  1.16
Cd (-1.531, -1.507, -2.149)  0.99
N (0.397, 0.554, -0.467)  0.72
O (0.523, 1.425, -1.381)  -0.59
O (0.850, 0.766, 0.670)  -0.60
O (-0.279, -0.437, -0.693)  0.03
N (-2.726, 1.628, -2.808)  0.94
O (-1.796, 2.460, -2.929)  -0.59
O (-2.482, 0.419, -2.731)  -0.58
O (-3.880, 1.985, -2.568)  -0.50
N (0.364, -1.443, 2.536)  0.45
C (0.977, -2.532, 2.015)  -0.35
C (0.252, -3.646, 2.411)  -0.69
C (-0.838, -3.256, 3.198)  -1.26
C (-0.742, -1.858, 3.197)  -0.62
H (0.718, -0.527, 2.302)  0.27
H (1.879, -2.422, 1.430)  0.38
H (0.525, -4.667, 2.187)  0.52
H (-1.655, -3.871, 3.546)  0.63
H (-1.325, -1.104, 3.704)  0.80
N (-0.069, -3.184, -1.689)  -0.04
C (1.257, -3.023, -1.382)  -0.59
C (2.120, -4.038, -1.001)  -0.36
C (1.678, -5.299, -0.804)  -0.31
C (0.358, -5.549, -1.196)  -0.55
C (-0.485, -4.466, -1.569)  -0.09
H (1.597, -2.004, -1.493)  0.36
H (3.109, -3.835, -0.617)  0.44
H (2.249, -6.093, -0.345)  0.46
H (-0.034, -6.553, -1.124)  0.42
H (-1.448, -4.703, -1.995)  0.39
N (2.109, 2.691, -3.583)  0.25
C (2.629, 2.711, -4.856)  -0.15
C (3.984, 2.673, -5.220)  -0.71
C (4.924, 2.604, -4.181)  -0.10
C (4.518, 2.518, -2.827)  -0.91
C (3.091, 2.661, -2.626)  -0.11
H (1.947, 2.919, -5.667)  0.38
H (4.251, 2.802, -6.259)  0.42
H (5.969, 2.565, -4.448)  0.40
H (5.203, 2.439, -1.996)  0.45
H (2.718, 2.511, -1.624)  0.47
N (0.189, 4.222, -1.984)  0.18
C (0.747, 5.474, -2.085)  -0.02
C (0.378, 6.609, -1.318)  -0.84
C (-0.519, 6.455, -0.267)  -0.26
C (-0.977, 5.163, 0.023)  -0.95
C (-0.617, 4.119, -0.866)  0.18
H (1.423, 5.634, -2.912)  0.43
H (0.840, 7.571, -1.485)  0.41
H (-0.972, 7.213, 0.355)  0.44
H (-1.642, 5.008, 0.859)  0.49
H (-1.006, 3.148, -0.598)  0.12
N (-2.871, -1.912, -0.623)  0.12
C (-2.752, -2.830, 0.383)  -0.08
C (-3.741, -3.121, 1.363)  -0.78
C (-4.993, -2.541, 1.309)  -0.41
C (-5.187, -1.655, 0.276)  -0.68
C (-4.108, -1.319, -0.593)  -0.21
H (-1.754, -3.189, 0.586)  0.55
H (-3.484, -3.767, 2.189)  0.35
H (-5.714, -2.856, 2.049)  0.45
H (-6.157, -1.189, 0.189)  0.46
H (-4.302, -0.630, -1.402)  0.54
N (-4.889, 0.921, 2.944)  -0.54
C (-5.428, 2.020, 2.320)  -0.31
C (-4.993, 2.560, 1.157)  -0.92
C (-3.827, 1.986, 0.613)  0.10
C (-3.167, 0.966, 1.311)  0.57
C (-3.721, 0.436, 2.465)  -0.79
H (-6.358, 2.429, 2.689)  0.37
H (-5.571, 3.328, 0.664)  0.45
H (-3.311, 2.511, -0.177)  0.35
H (-2.233, 0.554, 0.957)  0.09
H (-3.267, -0.364, 3.032)  0.52
N (4.859, -1.782, 1.548)  -0.53
C (4.085, -0.822, 2.149)  -0.35
C (4.043, -0.646, 3.509)  -0.35
C (4.737, -1.547, 4.308)  -0.24
C (5.567, -2.455, 3.714)  -0.28
C (5.653, -2.535, 2.334)  -0.27
H (3.538, -0.132, 1.523)  0.58
H (3.324, -0.060, 4.062)  0.36
H (4.581, -1.600, 5.375)  0.38
H (6.139, -3.113, 4.351)  0.37
H (6.374, -3.232, 1.934)  0.36

ORCA calculation (wB97M-V/def2-TZVPD) on C2H5ISi as an isolated structure.

Computed properties:
- total energy (a.u.) = -666.25694
- multiplicity = 1
- energy above the lowest of the compared OMol25 structures with the same formula, charge and spin (kcal per mole) = 72.2
- HOMO energy (hartree) = -0.358
- Kohn-Sham gap (eV) = 9.167
- E_LUMO (Ha) = -0.021

Each line ends with the Mulliken charge.
Positions of all 9 atoms, in Å:
C (-1.879, 0.419, 2.343)  -0.24
C (-1.484, 0.339, 1.197)  -0.53
Si (1.215, -0.247, -1.240)  0.28
I (3.141, -0.323, -2.872)  -0.14
H (0.278, -0.591, -2.258)  -0.04
H (-2.126, 0.349, 3.396)  0.38
H (-1.099, 0.291, 0.152)  0.33
H (0.428, -1.322, -0.019)  -0.03
H (1.526, 1.085, -0.699)  -0.02

ORCA calculation (wB97M-V/def2-TZVPD) on one molecule with the formula C3H4N2O.

Computed properties:
- total energy (a.u.) = -301.45618
- structure (SMILES) = N#CCNC=O
- multiplicity = 1
- energy above the lowest of the compared OMol25 structures with the same formula, charge and spin (kcal per mole) = 19.5
- HOMO energy (hartree) = -0.385
- Kohn-Sham gap (eV) = 10.994
- E_LUMO (Ha) = 0.019

Each line ends with the Mulliken charge.
Positions of all 10 atoms, in Å:
N (2.042, 0.736, -1.430)  -0.38
C (1.470, 0.378, -0.491)  0.27
C (0.711, -0.081, 0.698)  -0.35
N (-0.595, -0.579, 0.322)  -0.16
C (-1.362, 0.193, -0.502)  0.01
O (-1.058, 1.325, -0.807)  -0.52
H (0.626, 0.765, 1.389)  0.20
H (1.261, -0.874, 1.212)  0.33
H (-0.824, -1.552, 0.469)  0.24
H (-2.271, -0.312, -0.862)  0.37

ORCA calculation (wB97M-V/def2-TZVPD) on C47H47AsNOP2Pt as an isolated structure.

Computed properties:
- charge = +3
- total energy (a.u.) = -4986.07020
- multiplicity = 1
- energy above the lowest of the compared OMol25 structures with the same formula, charge and spin (kcal per mole) = 24.4
- HOMO energy (hartree) = -0.595
- Kohn-Sham gap (eV) = 6.193
- E_LUMO (Ha) = -0.367

Each line ends with the Mulliken charge.
Positions of all 100 atoms, in Å:
Pt (-0.060, -0.509, 0.077)  1.79
C (2.584, -2.010, 3.246)  -1.18
N (1.693, -1.703, 2.114)  0.92
P (1.992, -1.740, 0.445)  -0.73
C (3.409, -0.705, 0.130)  1.27
C (3.812, 0.252, 1.066)  -0.43
C (4.959, 0.992, 0.836)  -0.93
C (5.680, 0.801, -0.338)  -0.56
C (5.253, -0.117, -1.290)  -0.80
C (4.117, -0.876, -1.062)  -0.95
C (2.289, -3.379, -0.184)  1.07
C (3.010, -4.301, 0.579)  -0.38
C (3.268, -5.559, 0.063)  -0.82
C (2.830, -5.890, -1.214)  -0.72
C (2.142, -4.963, -1.986)  -0.93
C (1.868, -3.706, -1.470)  -0.45
P (0.116, -1.178, 2.194)  0.42
C (-0.087, 0.026, 3.468)  1.22
C (-0.922, -0.228, 4.559)  -0.78
C (-0.999, 0.709, 5.578)  -0.88
C (-0.278, 1.891, 5.494)  -0.71
C (0.541, 2.151, 4.398)  -0.93
C (0.633, 1.224, 3.378)  -0.29
C (-1.014, -2.553, 2.338)  1.02
C (-2.391, -2.326, 2.439)  -0.52
C (-3.253, -3.401, 2.553)  -0.74
C (-2.748, -4.699, 2.555)  -0.75
C (-1.383, -4.925, 2.455)  -0.81
C (-0.509, -3.853, 2.347)  -0.90
H (3.615, -1.995, 2.898)  0.46
H (2.354, -2.988, 3.666)  0.25
H (2.465, -1.248, 4.016)  0.37
H (3.241, 0.415, 1.973)  0.36
H (5.297, 1.710, 1.570)  0.51
H (6.584, 1.370, -0.509)  0.46
H (5.816, -0.254, -2.203)  0.51
H (3.805, -1.611, -1.794)  0.45
H (3.384, -4.045, 1.563)  0.39
H (3.820, -6.280, 0.650)  0.49
H (3.040, -6.873, -1.614)  0.45
H (1.821, -5.219, -2.986)  0.48
H (1.355, -2.978, -2.081)  0.77
H (-1.477, -1.153, 4.635)  0.48
H (-1.622, 0.513, 6.440)  0.49
H (-0.356, 2.622, 6.288)  0.46
H (1.100, 3.076, 4.346)  0.50
H (1.258, 1.425, 2.514)  0.43
H (-2.787, -1.316, 2.444)  0.67
H (-4.317, -3.235, 2.650)  0.48
H (-3.426, -5.537, 2.644)  0.46
H (-0.998, -5.935, 2.469)  0.50
H (0.556, -4.034, 2.277)  0.25
O (-0.668, 1.426, 0.082)  0.04
As (-1.121, 2.572, -1.121)  1.14
C (-3.003, 2.572, -1.433)  0.85
C (-3.839, 2.157, -0.398)  -0.36
C (-5.213, 2.191, -0.575)  -1.00
C (-5.748, 2.647, -1.774)  -0.61
C (-4.913, 3.088, -2.791)  -0.78
C (-3.536, 3.063, -2.623)  -0.56
C (-0.070, 2.126, -2.653)  0.81
C (1.308, 2.073, -2.435)  -0.50
C (2.149, 1.703, -3.472)  -0.73
C (1.620, 1.389, -4.719)  -0.73
C (0.249, 1.444, -4.932)  -0.88
C (-0.602, 1.809, -3.898)  -0.43
C (-0.563, 4.228, -0.366)  0.23
C (-0.017, 4.297, 0.909)  -0.14
C (0.361, 5.533, 1.408)  -0.59
C (0.190, 6.679, 0.642)  -0.62
C (-0.354, 6.598, -0.634)  -0.77
C (-0.739, 5.369, -1.143)  -0.48
H (-3.423, 1.830, 0.549)  0.55
H (-5.869, 1.881, 0.227)  0.47
H (-6.821, 2.687, -1.903)  0.45
H (-5.333, 3.459, -3.716)  0.46
H (-2.901, 3.459, -3.405)  0.43
H (1.727, 2.344, -1.471)  0.44
H (3.220, 1.685, -3.316)  0.54
H (2.279, 1.111, -5.531)  0.47
H (-0.158, 1.211, -5.907)  0.49
H (-1.669, 1.834, -4.076)  0.30
H (0.100, 3.399, 1.503)  0.28
H (0.790, 5.609, 2.399)  0.46
H (0.469, 7.643, 1.046)  0.42
H (-0.483, 7.493, -1.227)  0.43
H (-1.175, 5.315, -2.135)  0.38
C (-2.959, -0.876, -2.923)  -1.60
C (-1.682, -1.242, -2.124)  1.72
C (-1.330, -2.719, -2.326)  -1.78
C (-1.987, -0.912, -0.697)  -0.70
H (-2.785, -1.118, -3.971)  0.42
H (-3.219, 0.179, -2.838)  0.25
H (-3.800, -1.475, -2.573)  0.52
H (-0.883, -0.585, -2.513)  -0.25
H (-2.237, -3.290, -2.525)  0.45
H (-0.858, -3.158, -1.446)  0.35
H (-0.667, -2.858, -3.179)  0.45
H (-2.385, -1.731, -0.100)  0.95
H (-2.534, 0.008, -0.517)  -0.39

ORCA calculation (wB97M-V/def2-TZVPD) on one molecule with the formula C2H6O3Si.

Computed properties:
- total energy (a.u.) = -594.91197
- structure (SMILES) = OC(O)=C(O)[SiH3]
- multiplicity = 1
- energy above the lowest of the compared OMol25 structures with the same formula, charge and spin (kcal per mole) = 81.7
- HOMO energy (hartree) = -0.286
- Kohn-Sham gap (eV) = 8.252
- E_LUMO (Ha) = 0.017

Each line ends with the Mulliken charge.
Positions of all 12 atoms, in Å:
O (-0.008, -1.779, -0.708)  -0.46
C (0.716, -0.970, 0.097)  0.55
O (2.010, -1.373, 0.187)  -0.48
C (0.217, 0.422, 0.529)  0.01
O (1.206, 1.224, 1.133)  -0.53
Si (-1.457, 1.069, 0.030)  0.43
H (-0.868, -1.620, -0.827)  0.24
H (2.087, -1.774, -0.726)  0.35
H (2.093, 0.984, 0.938)  0.30
H (-2.550, 0.725, 0.860)  -0.14
H (-2.025, 0.548, -1.278)  -0.16
H (-1.420, 2.542, -0.235)  -0.12